DFT (the ωB97M-V functional and the def2-TZVPD basis) results for 8 unconnected molecules or ions with the total composition C23H46N2O7 in a non-equilibrium geometry.

CARTESIAN COORDINATES (ANGSTROEM)
C  6.82465  0.41175  -6.51938
H  8.55057  -3.31923  5.15320
H  7.12263  1.46016  -6.53111
H  -4.99056  4.97667  0.44201
O  8.50605  -1.21043  -5.73899
C  -6.47095  -1.26149  0.10551
H  2.06980  -3.90339  -7.07015
N  1.72612  0.24613  0.34932
C  -5.57704  5.69841  1.01054
O  -3.83090  5.04139  2.54368
C  -0.29184  -4.38725  -5.21464
H  -1.76975  4.68930  -4.31774
H  -1.63415  -2.66353  -6.47530
H  5.77005  0.20302  -6.33953
H  7.60053  1.51246  -4.43277
C  -5.27776  6.82858  3.31845
H  -3.34993  6.48508  -5.13065
C  -2.72299  -2.20437  7.79288
H  -7.89656  -1.75338  -2.35974
C  -7.97468  -1.32898  -0.18207
H  -5.93419  -2.21012  0.09658
H  -6.01109  6.54757  4.07433
C  0.80978  0.12540  2.70344
C  8.31024  -4.92040  7.68022
H  -4.41951  7.25116  3.84086
C  7.87313  0.48923  -4.17433
O  -2.63121  -2.65294  10.20155
H  1.23215  -0.69700  3.28082
H  -2.58962  7.98913  -5.76678
H  -3.78847  -2.39858  7.91584
C  -8.32496  -2.09712  -1.41825
H  7.90908  -5.89053  7.97351
H  -0.56341  -3.70564  -4.40856
H  -0.25454  -0.10776  2.73442
H  7.49248  -2.14434  5.73728
C  -4.77501  5.82407  2.33620
H  1.11699  -3.89447  -8.41296
H  -6.41654  -0.64774  1.00465
H  -5.63899  7.74640  2.85454
H  0.43043  -5.05845  -4.74999
C  1.37461  0.20612  1.39151
H  -8.11771  -3.13969  -1.17701
H  -0.21113  -1.43607  9.70626
H  -1.19456  -4.99583  -5.26810
H  9.11308  -5.17180  6.98716
C  1.10608  -4.29276  -7.39839
C  -1.35589  6.16536  -5.78601
H  -2.10799  7.34870  -4.22144
H  -5.95896  -0.55511  -0.54793
H  -5.53954  6.68592  0.55061
H  -1.63901  3.88669  -5.87646
H  7.08980  -0.01500  -7.48670
C  7.42307  -4.01122  6.84963
C  -0.85258  -2.93458  -7.20187
C  8.16357  -2.92601  6.09326
H  7.23637  0.19738  -3.33919
H  -6.60574  5.34630  1.08735
N  -0.02355  -3.78277  -6.61490
O  -8.79072  -0.70154  0.47834
C  7.72231  -0.28269  -5.51048
C  -0.49687  -2.40681  9.30115
H  8.98463  -2.56419  6.71216
H  -0.03692  -2.30372  8.31833
O  -0.96532  -2.55984  -8.32614
H  -2.36039  -2.87033  7.00986
H  -9.41192  -2.10365  -1.49932
H  1.31973  -5.35872  -7.47695
O  6.18469  -4.07508  6.79905
H  -0.16173  4.59130  -5.18886
H  8.91221  0.48631  -3.84507
H  8.62230  -4.35798  8.56023
C  -2.42769  7.05881  -5.22237
C  -2.01279  -2.44100  9.18953
O  -0.45734  6.80310  -6.34536
H  0.03350  -3.14218  9.90616
H  1.09870  1.03381  3.23202
C  -1.24286  4.70253  -5.27183
H  -2.62345  -1.15252  7.52489

Forces on the atoms, in the same order (eV/Å):
0.89 -1.31 -0.57
0.40 -0.38 0.14
-0.57 0.04 0.10
-0.25 0.12 -0.32
-2.04 1.44 -0.12
-0.62 1.26 0.72
-0.01 0.25 0.76
2.41 0.34 -6.45
1.54 -0.01 0.60
-1.92 2.19 -0.21
-1.26 0.31 -0.97
0.29 -0.19 0.13
-0.17 0.36 0.34
0.01 0.47 0.19
0.04 0.17 0.39
1.06 1.74 0.57
-0.30 0.26 0.17
0.17 -0.20 1.55
0.37 -0.10 0.32
0.47 1.41 -0.36
-0.17 0.12 0.24
0.05 -0.59 -0.30
0.22 -0.31 1.43
-0.30 -0.26 -0.85
0.21 -0.47 0.45
-0.24 0.31 -0.70
-0.61 0.09 -0.29
0.41 -0.05 -0.19
0.19 -0.33 -0.27
0.07 -0.01 0.19
-1.63 -0.68 0.58
-0.60 0.37 0.07
0.40 0.85 -0.51
-0.04 0.63 -0.36
-0.07 0.10 0.59
0.04 -2.83 -0.38
-0.84 -0.08 -0.02
0.32 -0.81 0.69
-0.52 -0.31 -0.52
0.74 0.33 -0.98
-2.47 -0.66 5.41
0.58 -0.17 -0.48
-0.29 0.18 0.49
-0.06 -0.19 -0.41
0.65 0.23 0.47
1.35 0.57 -0.38
1.57 2.15 -0.05
0.02 -0.15 0.18
-0.23 -0.32 -0.87
-0.24 -0.07 -0.28
-0.10 0.38 -0.33
-0.20 0.02 -0.12
-2.78 0.19 0.00
-2.70 -0.05 2.27
-0.27 -0.18 -0.23
-0.10 -0.34 -0.22
0.04 0.20 0.39
2.60 -2.56 1.56
0.98 -1.00 -0.60
2.28 -0.55 1.13
0.54 1.24 -1.27
0.03 0.23 -0.25
0.07 -0.61 -0.21
0.97 0.47 -1.99
0.34 0.21 0.07
-0.08 0.30 -0.24
-1.00 -0.24 0.33
2.53 -0.18 0.19
-0.12 -0.42 0.33
-0.07 -0.26 -0.08
0.40 -0.11 -0.12
-1.04 -0.78 0.20
0.11 -0.60 -0.23
-0.78 -2.24 0.17
-0.66 -0.25 -0.08
-0.54 0.04 0.16
0.27 1.32 -0.53
0.26 -0.05 -0.22

Output
**Energy above the lowest of the compared OMol25 structures with the same formula, charge and spin**: 83.2 kcal/mol
**HOMO energy**: -9.537 eV
**Calculated total energy**: -41905.5468 eV
**SMILES**: CN(C)C=O.CC(C)=O.CC(C)=O.CC(C)=O.CC(C)=O.CC(C)=O.CC(C)=O.CC#N
**Frontier orbital gap**: 9.8 eV